Entry 1:
115
Properties=species:S:1:pos:R:3:forces:R:3 method="wB97M-V/def2-TZVPD" lumo_ev="-5.9 / -5.9" e_tot_ev=-110579.389 charge=+2 relative_energy_kj_mol=148.5
Os -1.327 -0.195 0.202 -0.9 -0.1 -0.7
C 4.927 -1.068 4.902 0.0 -0.1 0.0
C 4.324 0.226 4.385 0.0 0.1 0.0
N 3.404 0.016 3.257 0.2 -0.1 -0.1
C 2.098 -0.041 3.495 -0.2 0.1 0.0
C 1.121 -0.150 2.535 0.3 0.0 0.1
C -0.280 -0.065 3.045 -0.6 0.2 -0.1
O -0.504 -0.206 4.233 0.2 0.0 0.0
O -1.233 0.217 2.194 0.4 0.0 0.6
C 1.527 -0.198 1.187 -0.2 -0.7 -0.2
O 0.750 -0.359 0.180 0.5 0.2 0.0
C 2.954 -0.344 0.930 0.1 0.2 0.0
C 3.416 -0.560 -0.370 0.0 0.0 0.0
C 4.757 -0.568 -0.619 0.0 -0.1 0.1
F 5.189 -0.826 -1.873 0.0 0.0 0.0
C 5.701 -0.323 0.387 0.0 0.1 -0.1
C 5.247 -0.147 1.677 -0.1 0.0 0.0
C 3.879 -0.173 1.963 0.0 0.0 0.2
N 7.103 -0.237 0.132 0.0 -0.1 0.1
C 7.882 -1.378 0.612 0.0 -0.1 -0.1
C 9.371 -1.087 0.381 0.1 0.1 0.0
N 9.531 0.403 0.298 -0.1 0.0 0.0
C 8.905 0.927 -0.971 0.1 0.0 0.1
C 7.566 0.205 -1.177 0.0 0.1 0.0
H 5.611 -0.858 5.723 0.0 0.0 0.0
H 5.476 -1.600 4.124 0.0 0.0 0.0
H 4.149 -1.734 5.274 0.0 0.0 0.0
H 5.083 0.940 4.071 0.0 0.0 0.0
H 3.746 0.721 5.162 0.0 0.0 0.0
H 1.790 0.039 4.530 0.0 0.0 0.0
H 2.714 -0.708 -1.177 0.0 0.0 0.0
H 5.971 0.055 2.451 0.0 0.0 0.0
H 7.622 -2.311 0.098 0.0 0.0 0.0
H 7.687 -1.518 1.675 0.0 0.0 0.0
H 9.741 -1.487 -0.561 0.0 0.0 0.0
H 9.996 -1.460 1.189 0.0 0.0 0.0
H 10.508 0.684 0.365 0.0 0.0 0.0
H 9.023 0.820 1.081 0.0 0.0 0.0
H 9.609 0.738 -1.779 0.0 0.0 0.0
H 8.787 2.001 -0.840 0.0 0.0 0.0
H 7.675 -0.623 -1.883 0.0 0.0 0.0
H 6.859 0.909 -1.606 0.0 0.0 0.0
C -4.006 -2.787 -0.162 0.2 -0.1 -0.2
C -3.752 -2.976 -1.661 0.1 0.5 0.1
C -2.347 -3.003 -2.215 1.5 0.2 -0.3
Sb -1.391 -0.704 -2.412 -1.3 -0.2 1.0
C -2.305 -0.656 -4.324 -0.8 0.2 0.1
C -3.655 -0.907 -4.575 0.1 0.1 -0.2
C -4.147 -0.854 -5.872 0.0 -0.1 0.0
C -3.293 -0.574 -6.929 0.0 0.0 0.0
C -1.945 -0.360 -6.690 0.1 0.0 0.0
C -1.450 -0.398 -5.393 0.0 -0.2 0.0
C -0.696 1.346 -2.645 1.3 0.0 0.0
C -0.141 1.862 -1.334 -0.4 -0.2 -0.1
C 0.226 3.342 -1.260 0.0 0.1 -0.1
C -0.093 4.153 -2.483 0.0 -0.1 0.1
C -0.625 3.617 -3.577 -0.2 0.0 0.1
C -0.933 2.183 -3.655 -0.1 0.0 -0.1
Sb -3.831 -0.770 0.556 0.2 -0.1 -0.2
C -4.598 -1.031 2.487 -0.2 -0.2 0.2
C -4.133 -0.309 3.583 0.1 0.0 0.0
C -4.692 -0.527 4.834 0.1 0.0 0.0
C -5.707 -1.455 5.002 -0.1 0.0 0.0
C -6.161 -2.193 3.918 0.1 0.0 0.0
C -5.607 -1.983 2.663 0.0 0.1 0.1
C -5.340 0.055 -0.643 -0.1 0.0 -0.1
C -6.678 -0.167 -0.331 0.0 0.0 -0.1
C -7.672 0.256 -1.203 0.0 0.0 0.0
C -7.332 0.896 -2.387 0.0 0.0 0.0
C -6.000 1.131 -2.694 0.0 0.0 0.0
C -5.004 0.715 -1.821 0.0 0.1 0.0
H -3.360 -3.439 0.427 -0.1 0.0 0.1
H -5.035 -3.069 0.050 0.0 -0.1 -0.1
H -4.383 -2.275 -2.215 0.0 -0.1 0.0
H -4.125 -3.972 -1.944 0.0 0.0 0.0
H -2.290 -3.238 -3.272 -0.1 -0.1 0.0
H -1.595 -3.542 -1.649 -0.2 -0.2 0.1
H -4.339 -1.130 -3.771 0.0 0.1 0.0
H -5.198 -1.037 -6.057 0.0 0.0 0.0
H -3.678 -0.531 -7.939 0.0 0.0 0.0
H -1.272 -0.164 -7.515 0.0 0.0 0.0
H -0.391 -0.229 -5.227 0.0 0.0 0.0
H 0.714 1.263 -1.027 0.0 0.1 0.1
H 1.287 3.431 -1.008 0.0 0.0 0.0
H 0.151 5.208 -2.449 0.0 0.0 0.0
H -0.825 4.230 -4.445 0.0 0.0 0.0
H -1.377 1.829 -4.575 0.1 0.0 -0.1
H -3.310 0.384 3.476 0.0 0.0 0.0
H -4.322 0.030 5.684 0.0 0.0 0.0
H -6.145 -1.610 5.979 0.0 0.0 0.0
H -6.941 -2.932 4.045 0.0 0.0 0.0
H -5.978 -2.571 1.836 0.0 0.0 -0.1
H -6.957 -0.658 0.594 0.0 0.0 0.0
H -8.712 0.088 -0.956 0.0 0.0 0.0
H -8.110 1.223 -3.064 0.0 0.0 0.0
H -5.735 1.641 -3.611 0.0 0.0 0.0
H -3.967 0.934 -2.058 0.0 0.0 0.0
Cl -3.995 2.321 1.372 0.1 -0.1 0.2
C -2.510 3.191 1.235 0.1 0.0 0.0
C -2.422 4.398 1.884 0.1 0.1 -0.1
C -1.381 5.284 1.581 -0.1 0.1 0.2
C -0.487 5.027 0.565 0.0 -0.2 -0.2
C -0.571 3.805 -0.082 0.1 0.3 0.2
Cl 2.089 2.601 1.136 0.2 -0.1 0.1
C -1.485 2.830 0.333 -0.3 -0.1 -0.2
N -1.197 1.609 -0.259 0.5 0.2 -0.2
H -3.194 4.680 2.586 0.0 0.0 0.0
H -1.323 6.219 2.124 0.0 0.0 0.0
H 0.264 5.751 0.283 0.0 0.0 0.0
C -0.354 -4.458 1.921 -0.1 0.2 -0.1
C -0.746 -3.196 1.307 0.1 0.0 0.1
N -1.050 -2.203 0.828 -0.1 -0.1 0.1
H -0.283 -4.318 2.999 0.0 0.0 0.0
H 0.606 -4.776 1.520 0.0 0.0 0.0
H -1.111 -5.212 1.706 0.0 0.0 0.0

Entry 2:
95
Properties=species:S:1:pos:R:3:forces:R:3 method="wB97M-V/def2-TZVPD" lumo_ev="-5.4 / -4.9" e_tot_ev=-96587.183 charge=+2 multiplicity=2 s_squared=0.782
Ru 0.971 1.975 0.819 -0.9 0.8 0.9
C 4.256 2.208 4.174 0.1 -0.1 -0.4
C 2.996 2.579 3.427 -0.1 0.4 0.4
O 2.825 2.041 2.324 -0.6 -0.7 -0.8
C 2.072 3.516 4.026 -0.8 0.1 -0.7
C 2.251 3.962 5.345 -0.2 0.1 0.2
C 1.329 4.768 5.967 0.2 -0.1 0.1
C 0.172 5.163 5.285 0.2 -0.1 0.0
C -0.029 4.791 3.986 0.3 -0.3 -0.6
C 0.927 3.993 3.280 0.7 0.1 2.2
O 0.770 3.802 2.035 -0.5 -1.7 -2.9
H 4.826 1.517 3.560 0.0 0.0 0.0
H 4.031 1.731 5.125 0.0 0.1 0.1
H 4.858 3.096 4.354 0.0 0.1 0.1
H 3.127 3.664 5.898 0.1 -0.1 0.0
H 1.498 5.099 6.977 0.0 0.0 0.1
H -0.562 5.775 5.787 -0.1 0.1 0.0
H -0.902 5.112 3.437 0.0 0.0 -0.1
C -1.464 0.708 -6.620 -0.2 0.0 0.2
C -2.430 0.534 -5.452 0.0 0.1 -0.7
N -1.721 0.455 -4.185 0.1 0.3 0.4
C -1.370 1.610 -3.591 -0.1 -0.2 0.1
C -0.826 1.719 -2.346 0.5 0.1 0.5
C -0.343 3.113 -1.968 -0.2 -0.4 -1.1
O -0.341 3.960 -2.847 -0.1 0.0 0.1
O 0.092 3.312 -0.789 1.0 -0.5 2.1
C -0.648 0.542 -1.545 -0.3 0.4 -1.2
O -0.407 0.503 -0.318 1.3 0.4 0.7
C -0.784 -0.702 -2.304 -0.2 -0.1 0.0
C -0.374 -1.907 -1.731 -0.1 -0.2 -0.2
C -0.564 -3.099 -2.380 0.1 0.3 0.4
F -0.178 -4.225 -1.730 -0.1 0.1 -0.2
C -1.148 -3.167 -3.656 0.0 0.5 0.0
C -1.488 -1.957 -4.254 0.0 -0.2 0.1
C -1.344 -0.729 -3.602 0.2 -0.4 0.6
N -1.358 -4.357 -4.365 0.1 -0.1 -0.1
C -0.848 -5.624 -3.866 0.2 0.0 0.2
C -1.028 -6.681 -4.966 0.1 -0.3 0.7
N -1.001 -5.983 -6.275 0.4 -0.1 -0.3
C -2.243 -5.183 -6.455 -0.7 0.6 0.1
C -2.593 -4.549 -5.098 -0.2 0.0 0.0
H -2.020 0.795 -7.548 0.0 0.0 -0.1
H -0.772 -0.130 -6.689 0.1 -0.1 0.0
H -0.884 1.617 -6.489 0.1 0.1 0.0
H -3.052 -0.355 -5.575 0.0 0.2 0.1
H -3.098 1.395 -5.395 0.0 -0.2 0.0
H -1.549 2.517 -4.153 0.0 0.1 0.0
H 0.085 -1.896 -0.754 -0.1 0.0 0.1
H -1.858 -1.979 -5.266 0.0 0.0 -0.1
H -1.362 -5.963 -2.957 0.1 0.0 -0.1
H 0.211 -5.502 -3.628 -0.1 -0.1 0.0
H -1.982 -7.204 -4.877 0.1 0.1 -0.2
H -0.227 -7.418 -4.914 -0.1 0.0 -0.2
H -0.875 -6.640 -7.051 0.0 0.2 0.1
H -0.201 -5.337 -6.253 -0.2 -0.2 -0.2
H -3.051 -5.834 -6.790 0.2 -0.1 -0.1
H -2.063 -4.423 -7.215 0.1 -0.1 0.0
H -3.271 -5.205 -4.536 0.0 0.1 0.0
H -3.111 -3.605 -5.247 0.0 -0.1 0.0
N 0.406 0.586 2.445 0.8 1.2 -1.3
S -1.030 -0.057 2.693 0.6 -0.4 0.9
C -1.212 0.130 4.488 -0.2 0.1 -0.5
C -0.318 -0.477 5.355 0.1 -0.1 0.0
C -0.385 -0.180 6.705 0.1 0.0 -0.1
C -1.333 0.718 7.175 -0.1 0.1 0.0
C -2.220 1.320 6.297 0.0 0.0 0.1
C -2.159 1.031 4.944 0.0 -0.1 -0.2
C -0.768 -1.853 2.627 -0.2 0.3 -0.1
C 0.320 -2.352 1.936 0.1 0.2 -0.1
C 0.473 -3.725 1.824 0.0 -0.1 0.0
C -0.455 -4.576 2.403 0.1 0.0 -0.1
C -1.541 -4.060 3.093 0.0 0.0 0.0
C -1.705 -2.690 3.205 -0.1 0.0 0.0
H 1.103 0.319 3.133 0.0 0.1 0.0
H 0.419 -1.178 4.989 0.1 -0.1 0.0
H 0.304 -0.646 7.394 0.1 -0.1 0.0
H -1.372 0.955 8.227 0.0 0.0 0.1
H -2.957 2.018 6.663 -0.1 0.1 0.0
H -2.834 1.495 4.242 -0.1 0.1 0.0
H 1.036 -1.668 1.496 0.0 0.0 0.0
H 1.316 -4.131 1.286 0.1 0.0 0.0
H -0.330 -5.645 2.318 0.0 -0.1 0.0
H -2.260 -4.723 3.547 -0.1 -0.1 0.1
H -2.545 -2.276 3.740 -0.1 0.0 0.1
S 2.970 1.782 -0.716 -1.4 -0.7 0.8
C 3.331 3.392 -0.316 0.1 1.4 -0.5
N 2.574 4.423 -0.631 0.1 -0.7 0.3
C 3.067 5.749 -0.339 -0.1 0.5 0.1
C 4.481 5.619 0.241 0.4 -0.2 0.0
S 4.836 3.828 0.413 -0.3 0.1 -0.2
H 1.581 4.282 -0.899 0.3 -0.1 0.0
H 2.388 6.242 0.362 0.1 -0.1 -0.1
H 3.076 6.328 -1.268 0.0 -0.1 0.2
H 4.582 6.076 1.224 -0.1 0.0 -0.1
H 5.239 6.028 -0.423 -0.1 0.1 0.0

Entry 3:
95
Properties=species:S:1:pos:R:3:forces:R:3 method="wB97M-V/def2-TZVPD" lumo_ev="-0.3 / -0.4" e_tot_ev=-139563.223 charge=-1 multiplicity=2 s_squared=0.772
Ru -0.035 -0.909 0.165 0.6 1.7 -0.2
N 0.586 3.481 -1.122 0.2 0.5 -0.2
C 0.185 2.260 -0.652 -0.2 -0.8 0.4
S 0.642 0.910 -1.659 0.4 -1.5 0.6
N -0.520 2.205 0.418 0.1 1.5 -0.3
N -0.808 1.030 1.019 -0.7 -1.4 0.5
C -1.890 1.061 1.750 0.6 0.8 -0.6
C -2.305 0.076 2.675 0.1 -0.9 0.2
C -3.543 0.204 3.326 0.0 0.0 -0.1
C -3.940 -0.675 4.298 -0.3 0.2 0.1
C -3.078 -1.705 4.691 0.2 0.0 0.0
C -1.874 -1.876 4.072 0.2 0.1 0.1
C -1.444 -1.028 3.011 -0.7 0.4 0.2
O -0.334 -1.230 2.438 1.0 -0.8 -1.1
H 0.856 3.488 -2.092 -0.2 0.1 0.0
H 0.087 4.282 -0.772 0.0 0.0 0.0
H -2.500 1.966 1.666 0.1 0.0 0.1
H -4.194 1.020 3.042 -0.1 0.1 -0.1
H -4.904 -0.568 4.774 -0.1 0.1 0.0
H -3.372 -2.369 5.495 0.0 -0.1 0.0
H -1.206 -2.677 4.352 0.1 -0.1 0.0
S 2.158 -0.712 1.071 0.5 0.5 -0.5
Sb 3.580 0.327 -0.541 -1.0 -1.8 2.9
C 5.464 -0.105 0.438 -0.2 0.2 -0.2
C 5.625 -1.079 1.408 -0.3 -0.1 0.2
C 6.884 -1.406 1.879 0.1 -0.1 0.1
C 8.002 -0.758 1.382 0.1 0.0 0.0
C 7.847 0.234 0.429 0.3 0.1 -0.1
C 6.585 0.550 -0.038 0.0 0.1 -0.1
C 4.228 -1.649 -1.691 0.1 1.1 -0.8
C 4.854 -1.520 -2.916 -0.2 0.4 -0.1
C 5.525 -2.602 -3.467 0.1 -0.1 -0.1
C 5.552 -3.810 -2.794 0.1 -0.1 -0.1
C 4.904 -3.942 -1.578 0.1 0.1 -0.1
C 4.254 -2.854 -1.018 -0.5 0.4 0.7
C 3.655 2.326 0.666 0.3 0.3 -1.4
C 3.966 2.216 2.008 -0.1 -0.8 0.0
C 4.304 3.350 2.728 0.0 0.1 -0.1
C 4.327 4.586 2.102 0.0 0.1 0.0
C 3.978 4.694 0.766 0.0 0.2 0.1
C 3.650 3.557 0.041 -0.1 -0.2 -0.4
H 4.748 -1.580 1.798 -0.1 -0.1 0.1
H 6.998 -2.175 2.632 0.0 0.0 0.0
H 8.989 -1.023 1.737 0.0 0.0 0.0
H 8.714 0.755 0.044 0.1 0.0 0.0
H 6.461 1.319 -0.789 0.2 0.2 -0.1
H 4.824 -0.572 -3.441 0.1 -0.1 -0.1
H 6.035 -2.499 -4.418 0.0 0.0 0.0
H 6.082 -4.652 -3.217 0.0 -0.1 0.0
H 4.914 -4.893 -1.061 -0.1 0.0 0.1
H 3.764 -2.952 -0.059 -0.1 0.0 0.1
H 3.943 1.245 2.488 0.0 0.0 0.0
H 4.566 3.269 3.775 -0.1 -0.1 0.0
H 4.624 5.467 2.657 0.0 0.0 0.0
H 3.980 5.664 0.284 0.0 0.0 0.0
H 3.391 3.634 -1.007 0.0 0.1 0.1
C -0.174 -2.849 -4.341 0.1 -0.1 0.5
Ge 0.058 -3.582 -2.493 -0.2 -0.4 -0.1
C -1.655 -4.520 -2.071 0.5 0.3 -0.1
C 1.428 -5.051 -2.630 -0.3 0.4 -0.1
C 0.833 -2.259 -1.259 -0.3 -0.7 0.7
H -0.637 -3.585 -4.997 0.0 -0.1 0.0
H 0.787 -2.568 -4.767 0.1 0.0 0.0
H -0.808 -1.966 -4.315 -0.1 0.1 0.0
H -1.652 -5.486 -2.569 0.0 -0.1 -0.2
H -2.503 -3.945 -2.436 -0.1 0.1 0.0
H -1.789 -4.696 -1.009 0.0 0.0 0.1
H 1.101 -5.831 -3.312 -0.1 -0.1 -0.2
H 1.607 -5.513 -1.662 -0.1 0.0 0.2
H 2.380 -4.670 -2.991 0.1 0.1 -0.1
H 1.487 -1.651 -1.898 0.0 0.0 0.1
H 1.502 -2.836 -0.607 0.0 -0.1 -0.3
C -2.839 -4.853 2.510 0.0 -0.2 0.1
C -3.806 -3.907 2.209 0.0 -0.2 0.0
C -3.520 -2.854 1.368 0.2 0.0 -0.1
C -2.256 -2.730 0.763 -0.2 -0.7 0.4
C -1.274 -3.671 1.122 0.0 0.2 -0.1
C -1.564 -4.708 1.982 -0.1 -0.1 0.0
N -1.948 -1.703 -0.097 0.7 0.9 -0.5
C -2.937 -1.154 -0.873 -0.2 0.1 -0.4
C -4.074 -1.878 -1.284 0.1 0.0 -0.1
C -5.059 -1.287 -2.043 -0.1 0.0 0.0
C -4.952 0.031 -2.456 -0.1 0.2 -0.1
C -3.807 0.740 -2.126 -0.2 0.0 -0.1
C -2.824 0.161 -1.354 0.2 0.0 0.1
H -3.068 -5.678 3.170 0.0 -0.1 0.1
H -4.791 -3.976 2.649 -0.1 0.0 0.1
H -4.274 -2.101 1.197 0.0 0.1 -0.1
H -0.272 -3.558 0.723 -0.1 0.0 0.0
H -0.790 -5.421 2.231 0.1 -0.1 0.0
H -4.167 -2.920 -1.016 0.0 0.0 0.1
H -5.926 -1.871 -2.320 -0.1 -0.1 -0.1
H -5.743 0.495 -3.027 -0.1 0.0 -0.1
H -3.678 1.759 -2.468 0.0 0.0 0.0
H -1.942 0.739 -1.117 -0.1 -0.1 0.0